Model one:
Here is one molecule with the formula C3HN3O from the OMol25 dataset. Energies are from ωB97M-V/def2-TZVPD.

Results
multiplicity: 1
SMILES: N#Cc1cnon1
gap between HOMO and LUMO: 11.030 eV

Each line ends with the natural charge from an NBO analysis.
Geometry (Å):
N: -2.301 2.005 -0.019  -0.22
C: -1.449 1.214 0.005  0.21
C: -0.536 0.159 -0.008  0.02
C: 1.261 0.078 0.127  -0.02
N: 1.422 -1.191 0.046  -0.10
O: 0.260 -1.806 -0.060  -0.11
N: -0.791 -1.094 -0.023  -0.02
H: 2.134 0.637 -0.068  0.24

Model two:
Here is one molecule with the formula C3HN3O from the OMol25 dataset. Energies are from ωB97M-V/def2-TZVPD.

Results
multiplicity: 1
SMILES: C#Cc1nnon1
gap between HOMO and LUMO: 9.830 eV

Each line ends with the natural charge from an NBO analysis.
Geometry (Å):
C: 2.075 -1.961 -0.045  -0.12
C: 1.206 -1.081 -0.020  -0.08
C: 0.146 -0.217 -0.049  0.13
N: -1.096 -0.379 -0.554  -0.17
N: -1.706 0.702 -0.238  0.11
O: -0.780 1.610 0.408  -0.12
N: 0.369 1.034 0.409  -0.01
H: 2.701 -2.830 0.097  0.25

List of relative energies, unit hartree: model one 0.0000; model two 0.0167

Model one:
Here is one molecule with the formula C3HN3O from the OMol25 dataset. Energies are from ωB97M-V/def2-TZVPD.

Results
multiplicity: 1
SMILES: N#CC(C#N)=NO
gap between HOMO and LUMO: 10.172 eV

Each line ends with the natural charge from an NBO analysis.
Geometry (Å):
N: -2.189 -1.826 -0.718  -0.28
C: -1.379 -1.081 -0.463  0.25
C: -0.122 -0.096 -0.327  0.07
C: 1.140 -0.241 -0.995  0.21
N: 2.242 -0.313 -1.290  -0.18
N: -0.421 0.382 0.813  0.00
O: 0.516 1.472 1.068  -0.54
H: 0.214 1.703 1.913  0.48

Model two:
Here is a 2-piece molecular cluster, C3HN3O overall from the OMol25 dataset. Energies are from ωB97M-V/def2-TZVPD.

Results
multiplicity: 1
gap between HOMO and LUMO (alpha / beta): 8.276 / 7.989 eV

Each line ends with the natural charge from an NBO analysis.
Geometry (Å):
C: 0.132 -1.281 -0.710  0.24
C: 0.809 0.303 0.858  0.19
C: -0.057 0.030 -0.141  -0.18
N: 0.292 -2.206 -1.325  -0.21
N: 1.424 0.389 1.794  -0.22
N: -0.378 0.985 -1.030  0.16
O: -1.017 1.953 -0.707  -0.17
H: -1.205 -0.173 1.260  0.19

List of relative energies, unit hartree: model one 0.0000; model two 0.1196